No. 1
250
Properties=species:S:1:pos:R:3:forces:R:3:lowdin_charge:R:1 method="wB97M-V/def2-TZVPD" homo_energy_ev=-8.4 mol_weight_g_mol=1320.1 total_energy_ha=-4104.29510 relative_energy_ev=2.830 smiles=CC1(C)CCCC(C)(C)N1O.CC1(C)CCCC(C)(C)N1O.CC1(C)CCCC(C)(C)N1O.CC1(C)CCCC(C)(C)N1O.CC1(C)CCCC(C)(C)N1O.CC1(C)CCCC(C)(C)N1O.CC1(C)CCCC(C)(C)N1O.CC1(C)CCCC(C)(C)N1O.OCCO homo_lumo_gap_ev=8.73
H 8.19837 -20.11502 -19.30304 0.2 -0.1 -0.5 0.095
C 12.19714 -19.71228 -14.09567 -0.4 -2.7 0.7 -0.458
H 10.48547 -21.16182 -13.85866 -0.4 0.3 -0.5 0.060
H 15.79725 -16.22991 -23.41662 0.7 -1.3 0.4 0.107
C 5.35013 -25.11719 -12.00033 1.8 -1.9 -0.2 -0.016
O 11.36492 -26.29193 -19.21440 0.2 1.0 0.4 -0.034
H 18.26098 -17.08576 -11.63081 0.2 0.5 -0.9 0.126
H 5.69198 -17.62813 -17.48793 -0.2 0.0 0.0 0.067
C 12.73128 -24.01343 -17.96508 -1.7 -0.1 -0.2 -0.032
C 8.53354 -23.07702 -11.24779 -0.9 1.8 -0.3 -0.479
H 4.62499 -21.33951 -17.03871 -0.3 -0.1 0.0 0.078
H 10.83323 -23.64964 -15.61065 -0.2 1.8 -1.2 0.088
H 16.33508 -26.44799 -12.15273 0.6 -0.6 0.0 0.104
C 14.48983 -15.82824 -9.05400 0.1 -1.0 -0.7 -0.207
H 16.39746 -13.99505 -19.15705 0.3 0.9 -0.3 0.042
H 9.91643 -25.70100 -12.98613 -0.4 0.0 -0.2 0.090
H 9.18717 -18.91172 -17.46543 1.0 -0.4 0.0 0.087
H 23.81532 -17.32235 -11.07022 -1.2 -0.5 0.4 0.098
H 12.90647 -24.03153 -19.05838 0.2 -0.2 0.6 0.088
H 15.22152 -19.59852 -20.05074 -0.1 0.3 0.1 0.071
H 16.66853 -19.84331 -21.43041 -0.4 -0.9 0.5 0.045
H 14.19445 -16.43862 -17.51043 0.1 0.0 -0.3 0.074
H 7.87298 -21.06072 -10.80451 0.1 0.2 -0.5 0.084
O 6.21373 -22.75829 -10.78614 0.4 -0.7 0.0 -0.021
C 18.54640 -19.57578 -11.16702 -1.6 0.9 0.3 -0.041
H 12.81673 -19.68305 -19.65977 -0.4 -0.3 -0.1 0.123
C 11.02188 -24.63616 -15.33698 1.4 -2.1 0.3 -0.185
C 14.86644 -26.34849 -10.56515 -0.1 -0.8 1.0 -0.148
H 13.48584 -23.46486 -17.45254 1.1 0.1 0.2 0.070
H 23.58781 -19.70234 -12.18444 0.5 -0.2 0.1 0.072
C 14.42430 -19.04945 -15.88146 -0.5 0.6 1.1 -0.097
H 18.32360 -15.23998 -19.23577 -0.1 -0.6 -0.2 0.106
H 22.60014 -19.51505 -13.64114 0.2 0.0 0.3 0.092
C 9.00915 -26.82017 -17.83363 0.2 0.2 1.9 -0.038
H 16.35767 -17.89678 -22.64345 -0.3 1.0 -0.5 0.075
H 15.35075 -21.62378 -9.55674 -0.3 0.1 0.7 0.079
H 21.25586 -17.38275 -13.77914 0.0 0.2 -0.6 0.106
N 7.16422 -23.58570 -11.46541 -0.6 0.6 -0.6 -0.105
H 10.49120 -23.59793 -11.72074 0.4 0.1 0.2 0.094
H 13.34628 -15.96691 -19.01479 0.5 -0.6 0.1 0.090
H 12.80635 -19.07450 -17.42005 0.6 0.2 0.1 0.096
H 11.76092 -22.23899 -20.89153 -0.7 -0.5 0.4 0.063
C 14.44656 -17.44373 -13.88706 -0.2 0.1 0.6 -0.011
H 14.56821 -14.08479 -19.40372 0.5 0.3 -0.4 0.086
H 8.96730 -16.91645 -16.21086 0.3 0.4 -0.1 0.082
C 7.77243 -25.62686 -12.43857 0.4 1.5 0.1 -0.091
C 9.97226 -25.68757 -17.36612 -0.3 -0.6 -1.2 -0.468
H 6.79606 -26.76246 -10.16847 -0.2 0.3 0.1 0.096
H 19.19399 -17.84896 -13.05332 -0.8 0.2 -0.2 0.112
H 5.18244 -26.17748 -12.28354 -0.1 0.4 0.5 0.098
H 4.64990 -24.80172 -11.29725 -1.4 0.5 1.1 0.054
H 14.65113 -20.07841 -16.19303 0.6 0.3 0.3 0.110
H 15.06176 -18.30390 -16.36226 0.3 -0.3 0.0 0.091
C 16.93614 -14.64377 -21.72111 -1.4 1.7 -0.6 -0.035
H 16.74196 -21.42321 -19.08279 -0.2 0.3 0.1 0.120
C 7.53062 -19.83288 -18.50240 -0.1 0.5 -0.6 -0.189
H 6.76399 -21.79740 -18.22277 0.8 0.2 0.7 0.137
H 20.09728 -18.88140 -9.03921 -0.1 -0.1 0.0 0.096
N 14.34736 -22.18187 -21.36933 0.9 1.0 0.6 -0.061
C 15.57303 -15.99688 -19.20916 -2.8 0.6 -0.7 -0.475
C 12.97735 -18.86550 -16.35250 0.3 -0.5 -0.2 -0.206
H 11.94741 -21.83476 -22.59955 -0.3 0.0 -0.3 0.079
H 15.33880 -17.26665 -10.49713 0.1 0.2 0.0 0.106
H 17.51188 -16.79684 -23.40490 0.1 0.2 -0.1 0.083
H 16.73537 -18.84470 -14.48023 0.6 0.2 -0.6 0.078
C 13.66968 -26.20135 -17.57228 1.3 -1.1 -0.4 -0.060
H 15.30359 -14.34582 -17.83864 0.2 -0.2 -0.9 0.103
H 5.90482 -21.61707 -14.53102 0.7 -0.6 -0.2 0.095
H 17.68664 -17.90610 -20.84255 0.0 0.5 0.4 0.111
H 18.12953 -19.63730 -12.17223 0.3 -0.5 0.1 0.062
H 9.31222 -27.72770 -17.28491 -0.5 0.2 -0.1 0.093
C 8.47245 -17.61788 -15.55264 0.7 0.5 0.9 -0.069
C 9.99572 -25.60174 -15.80466 -1.5 -1.3 -1.2 -0.131
H 7.48251 -22.19966 -15.30183 1.3 -0.7 1.0 0.052
H 15.25581 -22.38646 -18.88714 0.3 0.2 -0.3 0.109
H 15.61259 -26.73850 -9.87523 0.1 0.4 0.7 0.123
N 15.50342 -16.37326 -20.70461 -0.1 -0.1 1.4 -0.043
C 6.26868 -17.40544 -16.59443 0.2 0.3 0.4 -0.035
C 12.54077 -25.25604 -10.73911 1.0 2.0 0.7 -0.005
H 23.80420 -18.28898 -13.32040 -0.3 -0.4 0.8 0.099
H 8.34511 -21.45696 -17.29408 -0.7 0.1 -0.4 0.119
H 9.27843 -24.52182 -19.13596 0.7 0.1 0.1 0.087
H 14.63154 -25.76616 -17.34771 0.2 0.7 0.9 0.083
H 11.46739 -21.11550 -12.48402 0.6 -0.2 -0.6 0.074
H 13.75764 -16.46801 -21.38906 -0.4 -0.3 -0.2 0.083
C 11.31168 -18.60414 -13.50071 0.5 -0.9 0.5 -0.011
C 14.63871 -18.87171 -14.24854 -0.9 -2.9 -2.8 -0.442
H 6.20964 -23.12515 -9.89542 -0.2 0.2 0.5 0.077
H 11.69648 -17.61582 -13.71060 -0.7 0.3 -0.3 0.075
H 9.23124 -18.31076 -15.17624 -0.2 0.1 -0.3 0.044
C 19.23058 -17.37213 -12.07531 0.3 -0.5 1.5 -0.136
O 14.37917 -22.61258 -22.71990 -0.5 -1.1 -0.2 -0.059
H 13.93311 -20.18344 -23.21657 0.9 -0.7 -0.2 0.083
H 13.16127 -24.47841 -15.46994 0.2 -0.3 0.1 0.121
H 13.43728 -27.15232 -8.52249 0.3 0.6 -0.2 0.097
H 15.28245 -16.33283 -7.48044 0.4 -0.5 1.2 0.059
H 12.16706 -26.22303 -10.88420 -0.8 -1.4 -0.4 0.060
C 16.02890 -19.48320 -13.98586 -0.9 1.1 -0.2 -0.022
C 12.47275 -25.36870 -17.27051 0.6 -0.3 -1.1 -0.504
O 6.68633 -19.32825 -14.34624 -1.8 0.3 -1.4 -0.021
C 8.18874 -18.67351 -17.75097 -1.9 0.8 0.4 -0.115
H 12.92867 -21.44623 -19.25570 -0.2 0.1 0.2 0.106
C 14.42091 -22.69365 -11.63423 -0.8 -2.1 -0.4 -0.038
H 13.98929 -23.02755 -8.09974 0.8 0.3 1.1 0.081
H 13.45696 -17.13380 -14.26076 0.5 0.3 0.5 0.081
H 9.40549 -21.08261 -11.71224 0.5 0.1 0.1 0.049
C 16.69564 -20.92258 -21.70656 0.8 0.1 -0.5 -0.035
C 19.78100 -18.07688 -9.70054 2.0 1.0 0.5 -0.030
O 13.27138 -17.29660 -10.46057 -0.5 1.4 1.2 -0.066
C 16.76489 -16.62058 -18.53488 0.8 -0.3 0.3 -0.158
C 12.39532 -25.20313 -15.75793 -1.2 2.3 -0.8 -0.101
C 16.74755 -16.11992 -21.50156 -1.9 0.2 -0.2 -0.592
C 22.04432 -18.23484 -12.01706 -0.2 2.1 1.3 -0.514
H 6.17525 -25.29680 -9.37004 -0.4 0.1 0.7 0.073
C 16.22294 -24.43420 -11.29393 -0.5 0.5 -1.5 -0.105
H 5.22394 -24.59536 -12.91691 0.2 0.9 -0.6 0.070
H 16.65699 -23.79940 -12.14355 -0.3 -1.2 0.9 0.148
H 13.62196 -27.16470 -17.05823 0.0 -0.1 -0.3 0.095
O 15.58826 -15.69402 -8.10858 -1.3 0.2 -1.5 -0.064
H 11.09287 -19.68959 -15.80648 0.2 -0.5 -0.5 0.116
C 7.35457 -21.05898 -17.61614 -0.5 0.0 -0.1 -0.141
C 15.47584 -14.48035 -18.94577 -0.5 -0.8 1.7 -0.042
C 13.78077 -19.83325 -22.20673 -0.4 -0.9 0.2 -0.011
H 13.49485 -15.74944 -8.58335 0.4 0.1 0.1 0.120
N 11.30295 -26.17473 -17.78891 0.5 1.1 0.5 -0.074
H 17.40064 -23.39809 -20.34416 -0.6 0.5 -0.7 0.099
H 7.98715 -26.51438 -17.64217 -0.3 -0.2 0.6 0.075
H 12.46028 -20.90074 -15.90245 -0.2 0.6 0.2 0.126
H 14.18217 -25.66210 -7.76866 0.0 -0.6 -0.3 0.096
H 14.60954 -19.23612 -21.85425 0.1 0.2 -0.1 0.043
H 6.57192 -19.54727 -19.03209 0.9 -0.2 0.9 0.124
C 5.10337 -20.39719 -16.77959 -2.0 0.2 1.5 -0.048
H 18.95090 -16.88241 -18.85383 -1.0 0.6 -0.4 0.121
C 23.09468 -18.97643 -12.80800 -0.7 -0.3 -1.8 -0.063
H 9.68730 -25.76839 -11.34994 0.1 -0.3 1.4 0.080
C 15.71929 -21.55284 -19.45572 -0.6 -0.5 -0.3 -0.127
H 7.43407 -25.25649 -13.43508 0.5 -0.3 0.6 0.121
H 14.61552 -18.04471 -9.12622 0.1 -0.4 0.8 0.105
H 9.68751 -23.36612 -13.14838 -0.9 0.4 -0.6 0.091
H 12.55150 -17.89413 -16.20043 0.0 0.9 0.3 0.102
O 13.55410 -23.32403 -8.87505 -0.6 -0.5 -1.8 -0.013
H 15.85034 -24.08358 -20.46393 -0.4 -0.1 -0.4 0.074
H 8.13154 -17.03592 -14.67002 -0.3 -0.5 -0.6 0.103
H 17.76630 -21.23652 -21.54572 -1.0 0.3 -0.5 0.102
H 16.96774 -24.59532 -10.54485 0.9 -0.4 0.3 0.105
H 18.73859 -16.59380 -21.39427 0.0 -0.2 0.4 0.128
H 11.77605 -24.64917 -10.16773 0.9 -0.5 -0.8 0.084
O 14.31889 -15.70770 -21.25947 1.6 -0.1 0.2 -0.044
H 4.89320 -19.74704 -17.61755 0.6 0.4 -0.2 0.060
H 22.29758 -16.95120 -10.21398 -0.2 0.2 0.3 0.035
H 7.89209 -21.44359 -12.57669 0.1 0.0 0.3 0.073
H 13.33071 -17.89966 -11.17003 0.1 -1.3 -1.4 0.001
H 14.79404 -19.81783 -18.38966 0.1 -0.6 -0.2 0.079
C 7.45094 -18.35705 -16.38733 0.3 -0.4 0.2 -0.497
C 19.62135 -18.53610 -11.11923 1.5 1.1 -1.1 -0.535
C 6.46866 -21.95667 -15.42513 -1.8 1.3 -0.7 -0.025
H 6.72438 -16.39675 -16.69944 -0.5 -0.5 -0.1 0.091
O 21.36244 -20.14186 -10.90889 -0.1 -0.1 1.1 -0.042
H 7.92859 -25.50455 -9.67897 -0.4 -0.1 0.2 0.068
H 20.48144 -17.20921 -9.53976 -0.5 -1.1 -0.3 0.081
H 16.65865 -17.71674 -18.44851 -0.1 0.3 -0.2 0.116
C 22.80731 -17.73754 -10.73878 1.5 -1.4 0.2 -0.047
H 14.87038 -25.63205 -12.51941 -0.1 0.2 -0.5 0.095
C 6.91070 -25.67672 -10.04879 0.8 -0.3 -0.7 -0.017
C 13.47419 -26.03973 -8.52705 -0.6 -1.1 1.8 -0.051
H 8.17692 -23.11978 -9.06149 0.3 -0.3 -0.4 0.084
C 15.24206 -23.47439 -10.63358 -0.8 -0.1 2.0 -0.523
C 6.77816 -24.99770 -11.40613 1.0 0.4 -1.8 -0.513
N 14.50045 -24.20598 -9.51401 1.1 1.3 -0.8 -0.082
H 10.07224 -26.65278 -15.36764 0.4 1.3 -0.6 0.148
H 11.40405 -25.36615 -19.55483 -0.1 -0.8 0.2 0.089
C 11.53122 -21.08164 -13.59426 0.7 0.2 0.3 -0.037
H 16.61557 -21.85524 -10.64870 0.3 -0.5 0.6 0.082
H 17.68505 -19.33357 -10.47399 0.9 0.0 -0.7 0.109
H 14.05188 -23.42599 -12.40865 0.1 1.3 0.4 0.091
H 22.37746 -16.26953 -12.90882 -0.2 -0.3 -0.2 0.120
C 14.50365 -17.20711 -9.79166 0.1 1.0 -0.1 -0.252
H 12.93888 -19.22915 -22.45075 -0.9 1.0 0.6 0.068
H 9.56197 -24.17157 -9.66377 -0.6 0.9 0.2 0.077
C 8.43269 -21.53300 -11.62280 -0.6 -1.3 0.6 -0.008
H 13.60393 -22.19382 -11.10836 -0.1 0.0 -0.3 0.084
C 6.51593 -20.73838 -16.37411 -0.3 0.4 0.6 -0.538
H 8.22524 -17.71343 -18.35416 -0.1 -1.1 0.6 0.140
H 12.50657 -25.75006 -8.10317 -0.1 0.2 -0.5 0.080
H 4.53059 -19.95450 -15.88739 0.8 -0.7 -1.2 0.120
H 5.62652 -17.39495 -15.69649 0.2 0.0 -0.4 0.090
C 13.37223 -20.99139 -21.24087 1.3 -0.6 -2.8 -0.522
H 18.98848 -20.45426 -10.79238 0.2 -1.5 0.1 0.064
H 15.20318 -16.85316 -14.36055 0.5 0.5 -0.5 0.083
H 16.11041 -20.50033 -14.32604 -0.1 -0.3 -0.3 0.085
N 7.20387 -19.64261 -15.64095 1.4 0.2 -0.7 -0.076
C 13.82630 -25.42645 -9.84366 -0.3 -0.4 -1.5 -0.523
H 16.79807 -16.23471 -17.50463 0.0 -0.1 -0.2 0.122
H 15.95832 -14.20861 -22.15035 1.2 -0.7 0.9 0.115
C 9.51766 -23.77036 -12.16704 0.6 -0.6 0.9 -0.152
H 11.03071 -24.55071 -14.28948 -0.1 -0.2 1.6 0.060
H 14.59203 -17.30714 -12.80514 -0.5 0.2 -0.3 0.080
H 16.77776 -23.70957 -21.97906 -0.3 0.0 0.0 0.080
H 8.98305 -25.30813 -15.55353 -0.3 0.3 0.3 0.107
C 8.99949 -23.20666 -9.79646 0.9 0.1 0.8 -0.031
C 11.98077 -21.45915 -21.58782 0.0 1.4 -0.3 -0.030
C 16.47589 -23.36421 -20.98995 1.2 0.2 0.9 -0.054
H 7.31067 -19.56266 -13.67577 1.0 -0.5 0.2 0.067
H 12.56563 -26.12658 -15.27413 0.2 -1.1 0.6 0.109
H 23.04166 -18.63341 -10.02320 -0.6 1.7 -1.3 0.116
H 13.83582 -26.31974 -18.63537 -0.6 -0.6 -0.4 0.079
H 21.51948 -20.89343 -11.47132 -0.1 -0.3 -0.6 0.097
C 20.30757 -16.29636 -12.17332 0.7 0.4 0.3 -0.168
H 20.67127 -15.93007 -11.14886 -1.0 -0.1 -1.5 0.116
H 14.22905 -17.60383 -18.85881 -0.7 0.1 0.0 0.059
C 9.29369 -25.26540 -12.19475 -1.4 -0.5 -1.7 -0.148
C 15.59779 -25.80051 -11.73542 -0.4 2.7 0.0 -0.162
O 13.64479 -19.49601 -12.24980 0.0 -0.2 0.4 -0.065
H 15.16805 -22.02708 -12.00585 -0.2 0.8 -1.0 0.064
N 20.86537 -19.10184 -11.72820 0.5 -0.2 -0.8 -0.073
C 15.83799 -21.96608 -20.95770 -1.7 0.1 1.4 -0.466
H 18.86121 -17.68638 -9.39864 -1.7 0.4 0.8 0.062
H 8.35490 -24.36668 -17.75032 0.7 0.7 0.3 0.084
C 17.84550 -16.81126 -20.78070 1.9 0.4 1.1 -0.136
H 5.91913 -22.78466 -15.89354 0.2 0.2 0.1 0.088
C 9.42590 -24.36515 -18.05603 -1.4 -2.4 0.2 -0.017
H 8.99233 -27.06597 -18.86155 0.7 0.1 -1.2 0.060
C 12.16585 -19.86742 -15.61270 -1.4 0.0 0.5 -0.161
C 13.35377 -20.62413 -19.83037 1.9 1.1 1.9 -0.151
N 13.61862 -19.80691 -13.63892 0.1 1.2 -0.5 -0.046
C 21.54049 -16.97718 -12.81826 0.0 -0.6 0.8 -0.137
H 11.32875 -20.53479 -21.45754 0.4 -1.5 -0.2 0.117
H 11.33128 -18.72179 -12.42142 0.4 0.1 0.3 0.078
C 14.80275 -20.33432 -19.36495 0.2 0.4 0.4 -0.170
C 16.01860 -22.40289 -9.88768 0.7 0.5 -1.3 -0.043
H 10.25739 -18.83688 -13.69539 0.4 0.6 -0.6 0.069
C 16.57994 -16.81693 -22.84293 -0.9 0.1 -0.3 -0.033
H 13.59915 -20.36594 -11.84720 0.1 -0.1 0.3 0.063
C 14.20330 -16.53725 -18.60514 1.4 -0.1 -0.4 -0.029
H 16.32945 -19.44847 -12.97080 -0.1 0.0 1.3 0.037
H 9.94093 -23.47051 -17.83411 0.3 1.0 0.2 0.034
H 19.94880 -15.45811 -12.84843 0.5 -0.7 1.1 0.125
H 17.64178 -14.38813 -22.51582 0.4 -0.2 0.3 0.087
H 11.86435 -23.39582 -17.80512 -0.5 0.5 -0.1 0.049
H 17.14354 -14.10349 -20.78026 0.2 -0.2 -0.9 0.060
C 18.07339 -16.31960 -19.29051 0.2 -1.0 -0.7 -0.136
H 14.37515 -27.26083 -10.85569 -0.7 -0.4 -0.2 0.113
H 16.64128 -22.83800 -9.11686 0.1 0.2 0.3 0.093
H 12.02706 -21.98665 -14.04707 -0.2 0.9 0.8 0.088
H 12.79060 -24.78684 -11.73001 -0.5 -0.5 1.0 0.076
H 14.18107 -23.57577 -22.63251 0.2 1.1 -0.3 0.122
H 9.68489 -22.36643 -9.51742 -0.3 -0.7 -0.4 0.100
H 7.59788 -26.66883 -12.37632 0.1 -1.3 -0.2 0.095
H 14.51820 -15.08018 -9.85167 0.4 0.2 0.4 0.119
H 16.43555 -20.86605 -22.77349 0.4 -0.6 0.1 0.085



No. 2
15
Properties=species:S:1:pos:R:3:forces:R:3:nbo_charge:R:1 method="wB97M-V/def2-TZVPD" homo_energy_ev=-9.7 mol_weight_g_mol=193.5 total_energy_ha=-1935.36465 relative_energy_ev=0.278 smiles=SC(CCl)(CCl)CCl homo_lumo_gap_ev=10.34
Cl 1.77844 0.57068 1.82224 0.4 0.4 0.4 -0.038
H 1.36867 -1.30290 -1.24938 1.1 -0.6 0.4 0.225
C -0.13109 -0.28089 -0.15891 1.2 1.1 1.6 -0.174
H 0.06258 1.86579 0.13255 -0.1 0.0 0.0 0.251
H -2.29766 -1.02175 0.35689 0.8 -0.7 -0.7 0.164
H -0.28292 -0.41613 1.90545 -0.7 0.1 0.9 0.220
Cl -2.11222 1.43117 0.92273 -0.1 -0.1 0.5 -0.047
H 0.88207 -1.54185 1.37570 0.2 -0.1 -0.4 0.227
C -0.72333 1.17006 -0.13662 -0.1 -1.2 -0.5 -0.406
S -1.30467 -1.65517 -0.39679 -0.9 1.1 0.5 -0.016
H -1.12018 1.36637 -1.11178 0.1 0.3 -0.7 0.223
Cl 2.00518 1.00158 -1.21650 1.3 0.6 -0.6 0.000
C 0.53765 -0.52176 1.24262 -1.0 -0.7 -0.6 -0.423
H 0.41397 -0.32875 -2.23441 0.1 0.3 0.3 0.225
C 0.92351 -0.33644 -1.25378 -2.3 -0.5 -1.4 -0.431